Entry from the OMol25 dataset: a molecular structure, C36H39N5O5SScTe in a non-equilibrium geometry (ωB97M-V/def2-TZVPD).

## Properties
spin multiplicity: 2
relative energy (zero: lowest compared OMol25 entry of this formula, charge and spin): 0.0 kcal per mole
HOMO level (alpha / beta): -6.75 / -7.59 eV
expectation value of S²: 0.761
molecular weight: 826.36 u
net charge: 0

Each line ends with the Löwdin charge.
Element x y z (Å)
Sc1 0.260260 -0.337641 0.642228  0.817
C1 -2.213282 3.170955 -0.477015  -0.011
C2 -1.220499 2.214374 0.087820  -0.247
N1 -1.336559 0.948564 0.027853  -0.118
N2 -2.428151 0.333767 -0.519767  0.010
C3 -2.680896 -0.807443 0.114770  -0.852
N3 -3.669542 -1.551320 -0.407386  0.084
S1 -1.968608 -1.354125 1.622092  0.617
C4 -0.057990 2.680668 0.914187  -0.208
C5 0.269733 4.014170 1.019976  -0.002
C6 1.273403 4.400400 1.904212  -0.040
C7 1.898812 3.443586 2.667794  -0.049
C8 1.517569 2.119379 2.498523  -0.148
N4 0.571367 1.739237 1.646098  0.039
H1 -3.088267 2.623624 -0.813321  0.072
H2 -1.788033 3.705711 -1.330506  0.096
H3 -2.508941 3.911028 0.268763  0.089
H4 -4.046228 -1.306812 -1.306624  0.102
H5 -3.879985 -2.440032 0.007151  0.085
H6 -0.257734 4.745108 0.422892  0.116
H7 1.547688 5.443908 1.993476  0.118
H8 2.672297 3.693078 3.380352  0.116
H9 1.975598 1.338492 3.089523  0.104
C9 1.193305 -0.459936 -2.887839  -0.009
C10 2.054723 -0.656351 -1.655795  -0.726
O1 2.904951 -1.538816 -1.671852  -0.038
N5 1.832459 0.238855 -0.624308  -0.242
Te1 3.724911 0.139851 0.664599  1.722
C11 5.605048 -0.694514 1.511051  -0.334
C12 6.640336 0.163353 1.876396  -0.291
C13 6.605585 1.659940 1.657349  -0.063
C14 7.786104 -0.382158 2.465085  -0.020
C15 7.910907 -1.741706 2.706228  -0.268
C16 9.156402 -2.317119 3.330019  -0.054
C17 6.845186 -2.566515 2.356673  -0.018
C18 5.691999 -2.064046 1.767995  -0.304
C19 4.570599 -3.012298 1.401533  -0.064
C20 4.764856 0.921355 -0.997412  -0.350
C21 5.630823 0.149410 -1.769873  -0.262
C22 5.909307 -1.314384 -1.548390  -0.050
C23 6.284511 0.769504 -2.840577  -0.009
C24 6.096328 2.100826 -3.161625  -0.266
C25 6.809974 2.742688 -4.322223  -0.051
C26 5.212238 2.837932 -2.380863  -0.021
C27 4.542936 2.272848 -1.304995  -0.301
C28 3.628752 3.159353 -0.498365  -0.087
H10 1.316978 -1.304115 -3.560247  0.080
H11 1.516903 0.455194 -3.389684  0.083
H12 0.139311 -0.340886 -2.630609  0.067
H13 5.633084 2.091625 1.908897  0.046
H14 6.804907 1.918776 0.614035  0.082
H15 7.358038 2.147303 2.276714  0.074
H16 8.598839 0.281724 2.743855  0.111
H17 9.867184 -1.533112 3.590748  0.071
H18 9.655773 -3.006948 2.646857  0.080
H19 8.922503 -2.875066 4.238652  0.079
H20 6.910839 -3.633733 2.547737  0.117
H21 4.825576 -4.039486 1.662984  0.080
H22 4.344023 -2.977976 0.331980  0.067
H23 3.640448 -2.752307 1.912817  0.060
H24 5.033131 -1.833618 -1.166305  0.030
H25 6.733499 -1.457291 -0.845989  0.089
H26 6.187632 -1.776734 -2.495617  0.086
H27 6.955138 0.168871 -3.446881  0.116
H28 7.447998 2.027336 -4.840153  0.072
H29 7.436667 3.571680 -3.987519  0.080
H30 6.099946 3.145485 -5.046927  0.080
H31 5.040719 3.885010 -2.611972  0.116
H32 3.579364 4.152772 -0.945093  0.079
H33 3.990712 3.266696 0.527446  0.057
H34 2.618292 2.747177 -0.449257  0.047
O2 1.373530 -1.968836 1.344067  -0.139
C29 0.961059 -2.641058 0.333087  -0.573
O3 0.142822 -2.093521 -0.476349  -0.091
C30 1.416346 -4.028886 0.163144  -0.131
C31 1.543278 -4.566483 -1.107944  0.008
C32 1.985948 -5.880485 -1.285649  0.034
C33 2.262522 -6.596014 -0.147758  -0.214
O4 2.698040 -7.885217 -0.063405  0.036
C34 2.806243 -8.178592 1.336185  -0.118
O5 2.481122 -6.988598 2.058174  0.033
C35 2.129111 -6.058140 1.115786  -0.204
C36 1.713795 -4.772787 1.315998  0.074
H35 1.326155 -3.941042 -1.962876  0.122
H36 2.111451 -6.313226 -2.267994  0.122
H37 3.829855 -8.470681 1.564221  0.135
H38 2.098890 -8.966815 1.592774  0.135
H39 1.618578 -4.342545 2.303467  0.141

Forces on atoms 1 to 2 (eV/Å):
Sc 0.61 -0.10 0.18
C 0.04 0.15 -0.02